H2NO2S | ωB97M-V/def2-TZVPD

```
6
Properties=species:S:1:pos:R:3:forces:R:3:lowdin_charge:R:1
S 1.18895 0.04605 -0.05510 -3.726 1.381 -1.179 0.4831
O 2.25902 0.93956 0.25531 1.478 1.823 0.608 -0.5064
O 1.60682 -1.09774 -0.82487 -0.413 -1.109 -0.335 -0.4902
N -0.48371 1.15163 -0.90751 2.683 -3.134 1.392 -0.2652
H -0.04344 1.93897 -0.46520 0.263 1.110 0.367 -0.2253
H 0.85833 -0.40220 1.24484 -0.285 -0.072 -0.852 0.0039
```
Forces are in eV/Å.

Properties
HOMO energy = -3.3 eV
SMILES string = N=[S@H](=O)[O-]
energy above the lowest of the compared OMol25 structures with the same formula, charge and spin = 69.9 kcal per mole
E_tot = -604.54193 Ha
net charge = -1
M = 80.088 u

H2NO2S | ωB97M-V/def2-TZVPD

```
6
Properties=species:S:1:pos:R:3:forces:R:3:lowdin_charge:R:1
S 0.96088 -0.83775 -1.82383 -1.953 0.741 0.767 -0.0289
O -0.59512 -0.30569 1.02838 -0.006 -0.110 0.033 -0.1538
O -0.80567 -0.03216 -1.22736 2.052 -1.022 -1.128 -0.6086
N -0.64530 0.61766 -0.07688 -0.080 0.723 0.634 -0.2856
H -0.20010 -1.11398 0.65340 0.261 0.216 -0.214 0.0178
H 0.28085 1.07609 -0.07536 -0.274 -0.548 -0.092 0.0591
```
Forces are in eV/Å.

Properties
HOMO energy = -3.2 eV
SMILES string = ONO[S-]
energy above the lowest of the compared OMol25 structures with the same formula, charge and spin = 80.3 kcal per mole
E_tot = -604.52550 Ha
net charge = -1
M = 80.088 u

H2NO3PS | ωB97M-V/def2-TZVPD

```
8
Properties=species:S:1:pos:R:3:forces:R:3:lowdin_charge:R:1
S -0.25009 -1.58956 0.03384 0.156 -0.055 0.240 0.2749
P 1.10779 0.33470 0.05139 -1.495 0.853 -1.752 -0.1211
O 2.48267 -0.21640 0.02122 1.263 -0.531 -0.073 -0.4953
O 0.55157 1.00544 -1.23240 0.604 -0.717 1.004 -0.5410
O 0.64253 1.00776 1.31233 -0.288 0.061 0.648 -0.5030
N -1.70268 -0.53576 -0.00617 -0.055 -2.062 1.917 -0.4342
H -1.47651 -0.13232 -0.85178 0.140 1.717 -2.335 -0.1092
H -1.35529 0.12614 0.67157 -0.323 0.734 0.351 -0.0711
```
Forces are in eV/Å.

Properties
HOMO energy = 0.4 eV
SMILES string = NSP(=O)([O-])[O-]
energy above the lowest of the compared OMol25 structures with the same formula, charge and spin = 2.2 kcal per mole
E_tot = -1021.28881 Ha
net charge = -2
M = 127.061 u

H2NO3S | ωB97M-V/def2-TZVPD

```
7
Properties=species:S:1:pos:R:3:forces:R:3:lowdin_charge:R:1
S 2.73463 0.51727 -1.17016 -0.581 -0.418 0.585 0.5679
O -0.26330 -0.05246 0.88618 -2.208 -2.246 -1.469 -0.2118
O 3.18833 -0.54858 -2.07661 0.270 -0.405 -0.319 -0.6420
O 2.70230 1.85570 -1.77013 -0.008 0.658 -0.232 -0.6336
N -0.39127 0.12088 -0.54670 1.567 1.899 1.591 -0.0444
H 0.33150 0.55711 1.23756 1.693 1.884 0.052 0.0043
H -1.03098 -0.61190 -0.73133 -0.731 -1.373 -0.208 -0.0403
```
Forces are in eV/Å.

Properties
HOMO energy (alpha / beta) = -1.2 / -4.6 eV
energy above the lowest of the compared OMol25 structures with the same formula, charge and spin = 102.6 kcal per mole
E_tot = -679.78232 Ha
net charge = -1
M = 96.087 u

H2NO3S3 | ωB97M-V/def2-TZVPD

```
9
Properties=species:S:1:pos:R:3:forces:R:3:lowdin_charge:R:1
S -1.87389 0.61942 1.03321 -1.141 0.987 1.495 0.4370
S 0.67789 -0.63277 -0.26389 -4.446 -1.157 0.567 0.2868
S 1.44556 1.94890 -1.09514 0.021 0.294 -0.363 0.6377
O 1.90500 -0.96545 -0.85495 2.382 -0.968 -0.692 -0.3522
O -0.53944 -0.96506 -1.07560 2.608 0.820 0.969 -0.4193
O 0.44957 -1.01886 1.16824 1.504 -0.324 -1.562 -0.4220
N 0.75545 1.08019 -0.02530 0.154 0.378 0.001 -0.6947
H -0.75821 -0.20357 1.27672 -0.879 0.314 0.321 -0.2181
H -2.06191 0.13720 -0.16328 -0.202 -0.343 -0.736 -0.2552
```
Forces are in eV/Å.

Properties
HOMO energy (alpha / beta) = -4.6 / -4.4 eV
energy above the lowest of the compared OMol25 structures with the same formula, charge and spin = 34.4 kcal per mole
E_tot = -1476.22938 Ha
net charge = -1
M = 160.221 u

H2NO4P | ωB97M-V/def2-TZVPD

```
8
Properties=species:S:1:pos:R:3:forces:R:3:lowdin_charge:R:1
P 0.48943 -0.20274 -0.98541 -0.529 0.593 -0.109 0.8836
O -1.80847 -0.78455 0.46446 0.140 0.728 0.096 0.0287
O 1.00931 -1.37864 -0.05830 1.371 0.016 -0.444 -0.2456
O -1.30734 1.41272 0.23955 0.087 -4.472 0.067 -0.0731
O 1.34224 1.06781 -0.51750 -0.814 0.663 1.052 -0.2810
N -1.10404 0.12275 0.10411 0.358 4.027 -0.512 -0.4489
H 0.41764 -1.83502 0.50700 -1.096 -0.739 0.959 0.0399
H 0.96121 1.59766 0.24607 0.482 -0.817 -1.110 0.0964
```
Forces are in eV/Å.

Properties
HOMO energy = -10.3 eV
energy above the lowest of the compared OMol25 structures with the same formula, charge and spin = 40.2 kcal per mole
E_tot = -698.21338 Ha
M = 110.993 u

H2NO4S | ωB97M-V/def2-TZVPD

```
8
Properties=species:S:1:pos:R:3:forces:R:3:lowdin_charge:R:1
S -2.22782 0.13515 0.82161 -1.501 -0.374 0.497 0.5334
O -0.83240 0.55544 0.41966 1.547 0.408 -0.785 -0.8187
O -3.20553 -0.05673 -0.62098 1.774 -2.685 -0.741 -0.5816
O 1.87239 0.70379 0.46331 1.952 0.537 0.630 -0.0652
O 3.09297 -0.86191 -0.46176 0.134 1.572 1.252 -0.0452
N 3.11077 0.09540 0.27562 -2.496 -1.284 -1.555 -0.1013
H -2.81835 -0.95456 -0.97821 -1.350 2.606 0.800 0.0238
H 1.00799 0.38343 0.08076 -0.061 -0.781 -0.097 0.0548
```
Forces are in eV/Å.

Properties
HOMO energy = -2.0 eV
energy above the lowest of the compared OMol25 structures with the same formula, charge and spin = 59.4 kcal per mole
E_tot = -755.02378 Ha
net charge = -1
M = 112.086 u

H2NO4S2 | ωB97M-V/def2-TZVPD

```
9
Properties=species:S:1:pos:R:3:forces:R:3:lowdin_charge:R:1
S -2.51402 1.05340 -1.22677 1.066 1.023 -1.982 0.5878
S 1.72765 0.29636 -0.66959 -0.516 0.128 -0.572 0.6221
O 2.98029 -0.39849 -0.92218 0.246 -0.518 0.079 -0.5180
O 1.85061 1.31102 0.37261 0.086 0.596 0.526 -0.5313
O 0.70820 -0.87463 0.31918 -0.604 -0.526 -1.469 -0.3875
O -1.94003 -0.50793 0.65329 2.256 -0.397 -0.703 -0.1715
N -2.79805 0.24079 0.03391 -1.632 -0.950 2.175 -0.6862
H 0.90466 -0.56538 1.18673 0.340 0.440 1.375 -0.0102
H -0.91933 -0.55513 0.25283 -1.243 0.204 0.571 0.0949
```
Forces are in eV/Å.

Properties
HOMO energy = -4.8 eV
energy above the lowest of the compared OMol25 structures with the same formula, charge and spin = 39.2 kcal per mole
E_tot = -1153.27364 Ha
net charge = -1
M = 144.153 u

H2NO5PS | ωB97M-V/def2-TZVPD

```
10
Properties=species:S:1:pos:R:3:forces:R:3:lowdin_charge:R:1
S 1.59566 0.27473 -0.27836 3.040 0.987 -2.115 0.2582
P -0.03372 -1.14398 -0.09282 -1.013 -1.024 3.074 0.4688
O -0.19775 -1.70747 1.29401 0.179 1.263 -0.982 -0.4414
O 1.42605 1.34762 0.66504 -0.839 0.563 0.615 -0.4143
O 2.70754 -0.61515 0.08962 -0.691 -0.298 0.059 -0.4329
O 1.76761 0.74668 -1.68483 -1.102 -0.736 1.557 -0.4436
O -0.04031 -2.07062 -1.21198 -0.270 -0.402 -1.922 -0.4056
N -2.60601 0.88309 0.03577 -0.235 -0.175 2.054 -0.2340
H -1.67889 1.31353 0.09453 -0.028 0.283 -0.023 -0.2204
H -2.94017 0.97156 1.08901 0.960 -0.461 -2.317 -0.1347
```
Forces are in eV/Å.

Properties
HOMO energy (alpha / beta) = 0.8 / -0.6 eV
energy above the lowest of the compared OMol25 structures with the same formula, charge and spin = 80.1 kcal per mole
E_tot = -1171.68535 Ha
net charge = -2
M = 159.059 u

H2NO5PS | ωB97M-V/def2-TZVPD

```
10
Properties=species:S:1:pos:R:3:forces:R:3:lowdin_charge:R:1
S 0.99581 -0.76432 0.11940 2.362 1.299 -2.448 0.6044
P -0.35704 1.13643 0.05893 -0.374 0.184 -1.899 0.1481
O 3.34826 -0.62270 -0.00146 -2.216 -0.141 0.035 -0.7724
O -0.17898 1.79823 -1.27024 0.269 -0.231 0.515 -0.4112
O 0.39160 -1.28178 -1.15428 0.739 -0.505 0.803 -0.5576
O -0.25576 1.81205 1.33415 0.214 1.112 2.269 -0.3926
O 0.75766 -1.53613 1.31578 -0.641 -0.853 1.056 -0.5080
N -1.76973 0.17445 -0.09357 1.819 -0.197 -1.195 -0.1435
H -1.28067 -0.21687 -0.98555 -1.908 -0.535 1.489 0.0231
H -1.65115 -0.49935 0.67683 -0.263 -0.133 -0.626 0.0097
```
Forces are in eV/Å.

Properties
HOMO energy (alpha / beta) = -0.6 / 0.1 eV
energy above the lowest of the compared OMol25 structures with the same formula, charge and spin = 103.1 kcal per mole
E_tot = -1171.64870 Ha
net charge = -2
M = 159.059 u

H2O3Si | ωB97M-V/def2-TZVPD

```
6
Properties=species:S:1:pos:R:3:forces:R:3:lowdin_charge:R:1
Si 0.18192 -0.15355 -0.16244 1.785 -0.955 0.428 0.4570
O 1.87290 -0.53718 0.32001 -2.967 1.085 -0.326 -0.2061
O 1.47594 0.77440 -0.46889 -0.017 0.015 0.047 -0.1987
O -1.31439 0.28630 0.27499 0.135 0.626 0.924 -0.1413
H -1.78000 0.84218 0.90468 0.496 0.236 0.021 0.0712
H -0.43639 -1.21215 -0.86835 0.567 -1.007 -1.095 0.0179
```
Forces are in eV/Å.

Properties
HOMO energy = -10.4 eV
SMILES string = O[SiH]1OO1
energy above the lowest of the compared OMol25 structures with the same formula, charge and spin = 82.4 kcal per mole
E_tot = -516.36164 Ha
M = 78.099 u

H2O4P2 | ωB97M-V/def2-TZVPD

```
8
Properties=species:S:1:pos:R:3:forces:R:3:lowdin_charge:R:1
P 0.14006 -1.04309 0.03202 -1.359 -0.577 -2.374 0.0929
P 0.18812 1.15474 0.09655 -2.366 -1.971 -0.809 0.1101
O 0.30229 1.63572 1.47711 -0.985 0.475 2.251 -0.5045
O 1.19471 -1.75323 0.75781 1.980 -0.779 1.653 -0.5122
O -0.19045 -1.53607 -1.35784 0.334 0.313 -0.381 -0.5803
O 0.99648 1.88461 -0.85704 1.588 1.342 -2.740 -0.5039
H -1.53196 0.86927 -0.78996 1.544 0.940 1.399 -0.0468
H -1.09926 -1.21195 0.64135 -0.737 0.259 1.001 -0.0553
```
Forces are in eV/Å.

Properties
HOMO energy = 0.3 eV
energy above the lowest of the compared OMol25 structures with the same formula, charge and spin = 23.4 kcal per mole
E_tot = -984.91799 Ha
net charge = -2
M = 127.960 u

H2O4S | ωB97M-V/def2-TZVPD

```
7
Properties=species:S:1:pos:R:3:forces:R:3:lowdin_charge:R:1
S 0.25134 1.75586 -0.20392 -2.504 -1.348 -0.613 1.0190
O -1.45148 0.57396 0.59888 1.943 1.088 0.021 -0.3646
O 1.49654 1.30963 0.52547 1.251 -1.388 1.714 -0.5885
O 2.19926 -0.01283 -0.02872 -0.733 1.044 -2.237 -0.0841
O -2.60891 0.79548 -0.14205 -0.026 0.500 -0.033 -0.1324
H 2.50445 -0.59028 0.66867 -0.194 0.318 1.467 0.0611
H -3.00288 -0.08579 -0.17167 0.263 -0.215 -0.320 0.0896
```
Forces are in eV/Å.

Properties
HOMO energy (alpha / beta) = -9.2 / -9.6 eV
energy above the lowest of the compared OMol25 structures with the same formula, charge and spin = 119.5 kcal per mole
E_tot = -700.03840 Ha
M = 98.079 u